Computed, not measured: a 12-piece molecular cluster, C60H140N4O12 overall in a non-equilibrium geometry, with wB97M-V/def2-TZVPD.

Positions of all 216 atoms, in Å:
O -2.24 4.54 5.35
H -1.46 3.69 0.86
H -7.10 -4.95 -0.49
O -5.32 1.15 2.89
H 4.39 -3.91 3.47
H 5.28 -2.44 1.73
H -1.78 -5.54 -0.84
O -4.12 -0.01 -1.63
C -3.93 -4.26 0.46
C 0.58 7.28 -2.08
H -1.85 -5.55 4.89
H 3.83 -3.98 -6.96
N 2.82 -0.79 -6.73
H 4.31 -2.80 -8.09
H 2.49 6.34 -4.03
C 2.52 -5.53 5.11
C -1.57 3.53 5.98
C 2.57 1.62 -6.87
H -0.32 3.16 -3.93
H 3.85 0.39 3.51
H 5.03 -0.72 1.62
H -3.24 2.29 6.50
H 0.94 8.26 -3.86
H -6.23 -1.85 -1.89
C -5.72 -0.85 1.85
N 1.08 -3.69 4.19
C 4.02 2.32 0.47
H 2.50 -2.12 -4.20
H 2.41 3.11 1.84
C 5.06 -0.47 -4.76
H 0.92 -6.43 1.40
C 4.94 -3.00 -0.90
H 4.49 -0.79 -3.89
H 4.83 -3.88 -0.27
C -2.94 1.95 -1.36
H 1.86 -6.40 5.16
H 4.94 1.26 -5.99
H 0.35 7.01 0.48
H 1.88 2.29 6.05
H -0.85 0.12 1.97
H -0.71 -0.28 -0.52
H -2.19 2.40 1.65
H 1.69 1.22 1.32
C -3.76 1.18 -3.70
C 1.83 0.47 -4.73
H 2.52 -5.04 6.09
H -0.26 2.89 4.41
H -3.05 1.62 -4.41
O 1.58 -0.99 -7.34
H -4.03 6.18 2.35
C 0.80 -1.26 1.49
C -1.93 3.44 1.81
H -5.29 -1.63 1.23
O 0.62 3.60 -1.46
N -4.26 -3.41 -1.76
C -3.23 4.14 2.09
C -4.66 0.18 2.32
O 4.71 -0.61 -1.15
H 4.76 2.13 1.25
H -0.67 1.61 5.53
H 1.61 1.58 -7.39
H -1.24 -2.70 2.79
C 2.61 0.33 5.31
H 3.32 1.98 3.94
O 1.12 -2.93 5.35
H -0.73 3.90 6.57
C -5.33 -5.04 0.50
C -2.19 -3.00 -0.66
H -3.26 -4.80 1.13
H -1.74 6.58 -0.91
H -3.67 2.77 -1.37
H 0.19 3.84 -5.47
C 3.48 -3.50 3.91
H -0.32 -4.28 1.71
C 4.32 0.71 -5.29
C 3.65 1.04 4.37
H 6.02 -3.12 -1.02
H 5.20 2.03 -1.31
H 3.82 3.11 -1.66
H -0.59 -4.84 5.97
C 0.20 5.92 -1.47
H 5.17 3.67 -0.87
H -3.85 4.08 1.19
H -2.87 4.33 4.65
H -2.67 -2.02 -0.65
H -2.29 0.29 -2.58
C -1.29 -3.21 3.75
H 2.29 -4.36 1.77
H 3.52 -2.06 0.05
H 3.04 -0.50 5.86
H -4.19 0.30 -4.17
H -0.55 1.46 -0.12
C -0.28 -4.28 3.86
H 6.45 -1.44 0.88
H -1.26 -2.40 4.47
H 3.16 -5.71 2.31
C -3.06 5.70 2.19
C 0.11 0.10 1.44
H -1.20 3.55 2.61
H -0.28 -6.21 4.94
H 4.51 -3.20 -1.88
H 4.65 1.22 4.76
H 3.83 4.09 1.64
H -0.46 7.27 -4.08
H 3.24 -2.65 3.27
H -6.27 -1.25 2.70
H 0.92 -6.72 3.10
H 2.72 2.60 -6.40
C 2.58 -2.77 -5.07
H 3.69 -2.98 4.84
H -1.90 2.05 4.41
H -4.12 0.54 1.44
H 1.41 1.47 -4.57
H -5.20 -6.06 0.15
H 1.38 6.07 -5.28
C 3.42 -2.05 -6.22
H 3.50 -5.95 4.92
C 3.51 -3.04 -7.39
C 1.43 6.13 -4.19
H 3.32 4.41 -3.33
H -5.83 0.72 3.58
H 6.13 -0.33 -4.59
H -2.33 -3.53 3.86
H 3.13 1.46 7.01
C -6.28 -4.23 -0.45
H 1.43 1.04 7.12
C -5.76 -5.15 -2.83
C 0.52 7.29 -3.61
H 2.28 0.18 -3.78
C 2.22 1.33 6.43
H -5.17 -5.95 -2.40
H -0.12 8.02 -1.67
H -2.46 5.97 3.06
O 0.99 1.05 1.95
H -6.69 -2.71 -3.44
C 3.13 3.45 1.10
H -1.71 5.78 -2.53
H 0.98 -0.19 -4.88
H -2.41 -5.17 -2.46
C -3.67 -0.38 3.37
O 3.13 1.27 0.30
C 2.89 0.45 -5.90
H 1.10 -1.22 -6.54
H -1.61 4.89 -1.02
H -2.00 2.48 -1.47
C -6.58 -2.77 -2.36
H 3.34 1.56 -7.64
H 2.56 4.07 0.40
C 2.28 -5.12 2.56
C -5.68 -3.95 -1.85
H 0.15 5.34 0.59
O 1.46 -0.06 4.65
H 1.55 -2.91 -5.40
C -2.68 -5.31 -1.42
C -0.09 4.09 -4.45
H 1.23 -2.04 5.00
H -6.78 -5.54 -2.85
H -1.80 -3.06 0.36
H 3.03 -3.72 -4.80
H 4.20 1.26 -4.35
H -3.86 2.61 3.15
C 2.30 -4.48 3.99
H -2.85 0.33 3.43
H 1.58 7.60 -1.77
H 5.28 -2.56 -5.18
H -2.05 2.17 7.73
H 2.79 3.71 -4.76
H -3.00 3.62 7.69
C 5.39 -1.58 1.07
H 1.49 3.32 -1.17
H -1.07 -5.72 2.46
C -1.08 2.46 5.00
H 1.82 -1.13 1.15
H 0.85 0.48 -0.57
C -1.29 5.80 -1.52
H -5.28 -4.98 -3.80
C -0.23 -5.02 2.51
H -3.35 -6.16 -1.29
H -6.61 -3.37 0.13
C 1.13 4.70 -3.56
H -1.35 -2.96 -1.35
O -3.77 -2.76 -2.85
C -0.10 0.48 -0.03
C 4.52 -1.77 -0.27
H 1.71 5.90 0.00
H 5.61 -0.64 -1.50
C 4.53 2.79 -0.89
C 0.64 6.09 -0.03
H -0.88 4.84 -4.43
H -4.45 2.00 -3.50
H -7.58 -2.92 -1.95
H -4.16 -0.46 4.34
H -5.77 -5.09 1.50
C 4.88 -1.71 -5.73
C -0.80 -5.25 4.98
H 3.62 0.69 -0.29
H 0.29 -2.03 0.92
H -3.70 -1.85 -2.55
C 0.99 -5.92 2.36
H -2.79 1.69 -0.31
C -3.28 -4.01 -0.89
H -4.64 0.62 -1.12
O -3.89 3.56 3.25
H 5.52 -1.71 -6.61
H 0.84 -1.69 2.49
H 1.47 0.45 3.84
C -2.51 2.89 7.04
C 2.45 3.91 -3.75
C -3.22 0.82 -2.35
H -4.01 -3.39 1.11
H -3.31 -1.36 3.05
H -6.43 -0.31 1.22
H 2.56 -3.19 -7.90
H 2.27 2.97 -3.23
H -2.50 6.12 1.35
N 0.96 4.83 -2.10

Summary:
SMILES ... CC1(C)CCCC(C)(C)N1O.CC1(C)CCCC(C)(C)N1O.CC1(C)CCCC(C)(C)N1O.CC1(C)CCCC(C)(C)N1O.CC(C)O.CC(C)O.CC(C)O.CC(C)O.CC(C)O.CC(C)O.CC(C)O.CC(C)O
Gap between HOMO and LUMO ... 7.888 eV
Net charge ... 0
Max |F| ... 5.42 eV Å⁻¹
LUMO level ... 0.29 eV
Energy above the lowest of the compared OMol25 structures with the same formula, charge and spin ... 378.2 kJ/mol


Computed, not measured: a 11-piece molecular cluster, C60H146F12N7O11P2 overall in a non-equilibrium geometry, with wB97M-V/def2-TZVPD.

Positions of all 238 atoms, in Å:
H -0.43 23.11 -13.12
H -5.29 23.92 -8.89
H 0.04 23.73 -7.74
H -5.95 21.60 -16.60
H -9.08 21.84 -9.78
H -9.89 23.77 -7.46
O -8.34 20.57 -8.31
H -6.58 17.93 -16.63
H -7.59 26.08 -10.89
C -5.96 14.48 -10.38
C 1.77 26.58 -12.68
C -8.76 18.82 -18.10
H -2.60 22.24 -13.61
H 1.49 23.86 -10.82
H -1.57 20.26 -10.72
H -10.35 25.89 -13.64
H -4.31 15.90 -10.27
O 0.36 27.06 -12.78
H -8.23 22.69 -16.27
C -3.15 22.12 -18.47
C -7.33 21.42 -7.79
C -8.30 26.89 -11.04
C -2.06 21.76 -14.42
H -3.99 16.93 -7.72
H -11.75 18.24 -10.83
C 0.78 23.32 -14.95
H 1.03 22.25 -13.02
H -4.74 27.49 -14.22
H -4.13 16.41 -4.86
N -7.22 19.92 -16.23
H -3.08 18.40 -14.13
H 0.44 23.03 -17.65
H -4.19 17.95 -12.85
H -4.52 14.87 -8.86
O -5.12 18.51 -14.61
F -5.39 24.70 -11.13
H -3.99 19.67 -13.37
H -8.38 18.29 -15.35
H -7.54 20.63 -18.14
H 1.55 22.77 -15.50
C -0.60 26.24 -12.08
H 2.03 20.78 -15.07
H -9.39 19.01 -18.97
C -3.90 23.27 -17.80
C -13.08 21.50 -8.99
C -9.16 25.71 -7.63
H 2.01 26.41 -11.64
O -4.92 15.16 -6.31
H -7.16 25.84 -13.14
C -4.18 18.62 -9.21
H -11.23 21.94 -10.23
H -13.34 20.89 -8.12
C -9.78 24.50 -8.26
F -5.45 24.09 -13.29
H -9.54 18.26 -17.58
H -5.87 30.66 -11.76
H -1.77 25.85 -8.25
C -1.77 24.78 -8.49
H -3.42 22.72 -9.07
F -12.10 23.06 -12.50
N -2.63 23.90 -7.48
H 1.43 19.23 -14.49
H -0.97 24.16 -17.69
C -12.09 19.23 -10.51
N -8.84 26.93 -12.51
H -0.21 25.23 -12.01
H -3.69 18.24 -10.10
H 1.24 22.13 -10.55
H 1.90 23.11 -9.26
H -6.16 16.77 -5.88
H -4.43 23.84 -6.51
P -5.29 23.26 -11.92
C -6.11 18.91 -16.70
C -2.85 22.55 -8.16
C -8.75 20.81 -9.64
H -7.17 23.37 -15.09
C 1.34 19.97 -15.29
H -2.96 25.20 -15.36
H -3.06 15.15 -5.31
C 1.19 23.11 -10.09
H -4.10 28.40 -10.43
O -2.90 21.15 -17.77
H -8.99 19.90 -14.98
O -6.78 28.86 -11.28
H -7.07 14.93 -8.04
H -7.85 20.66 -10.24
C -1.98 23.86 -6.11
H -9.93 17.17 -8.50
H -2.08 28.66 -11.81
H -1.52 21.88 -11.59
H -8.96 20.85 -17.12
F -10.37 22.75 -13.74
H -8.04 18.08 -18.44
C -9.61 28.27 -12.71
O -9.59 26.83 -8.02
F -11.50 20.92 -12.98
H -13.80 21.27 -9.78
H 2.09 25.76 -13.31
H 1.71 19.47 -16.18
C -10.90 17.61 -8.30
H -4.23 19.84 -16.00
H -4.34 14.81 -4.25
H -3.49 24.28 -17.89
H -2.63 20.73 -12.06
H -8.75 25.93 -15.26
H -7.14 26.25 -15.54
H -11.75 17.13 -8.78
H -6.44 21.65 -8.38
N -0.63 21.33 -14.14
C -4.75 17.56 -8.18
H -6.86 15.25 -5.68
H 0.37 20.30 -12.62
C -1.98 28.06 -14.36
H -7.76 22.38 -7.51
C -3.98 26.71 -14.08
N -2.70 27.19 -13.40
H -2.15 22.31 -15.36
H -13.02 19.06 -9.96
H -1.53 27.32 -15.03
H -3.16 26.87 -10.52
F -5.17 22.39 -10.57
H -10.99 21.73 -8.48
H -7.43 19.14 -14.24
C -0.05 20.56 -15.39
H -3.41 26.61 -16.18
O -8.29 25.54 -6.75
H -9.87 19.91 -11.29
H -10.87 28.46 -10.77
F -13.46 21.77 -13.94
H -2.59 20.84 -14.65
H -8.57 28.88 -10.26
C -7.98 26.66 -14.99
P -11.89 22.24 -13.86
H -5.77 29.98 -10.00
H -0.87 25.77 -6.05
N -5.84 16.61 -8.82
H -7.21 30.81 -10.60
H -2.23 24.89 -9.47
H -7.21 18.20 -9.29
H 1.30 24.22 -14.61
C -5.06 15.50 -9.58
H -11.65 27.70 -12.13
H -12.02 19.33 -7.69
H -5.92 25.23 -7.90
H -12.42 19.80 -11.38
H -2.69 23.31 -5.50
H -3.34 19.12 -8.73
C -4.06 18.63 -13.70
C -11.08 19.11 -8.21
C -1.47 25.13 -5.40
H -4.41 26.03 -13.34
H -6.95 14.18 -10.02
O -3.04 22.18 -19.73
C -11.57 21.40 -9.34
H -3.54 29.00 -12.68
H -6.07 17.83 -10.55
H -8.88 29.08 -12.70
F -11.46 21.28 -15.09
C -6.60 21.29 -15.78
H -6.07 20.99 -14.88
C -7.62 26.76 -13.51
H -4.06 23.06 -16.74
C -2.96 28.19 -12.25
H -1.65 25.52 -13.98
C -1.84 25.99 -13.01
C -0.28 24.24 -8.65
H -8.34 22.07 -14.71
H -0.90 24.74 -4.55
H -9.18 24.76 -12.89
H -9.99 28.30 -13.73
O -0.33 23.70 -15.77
H 0.38 25.07 -8.91
C -4.80 18.92 -15.88
H -4.11 18.21 -16.33
C -7.73 28.22 -10.47
C -4.12 15.36 -5.16
C -0.03 23.90 -17.20
H -3.57 21.99 -7.55
C -9.75 25.68 -12.76
C -9.72 19.75 -10.22
N -11.12 19.90 -9.53
H -9.38 18.72 -10.14
H -2.22 25.84 -5.07
H -6.92 20.92 -6.91
C -0.68 20.31 -12.92
F -4.92 21.96 -12.80
C -8.21 20.13 -17.43
H -11.23 29.52 -11.91
H -1.15 23.16 -6.24
C -6.19 15.79 -6.35
H -6.11 14.90 -11.38
C -3.79 27.57 -11.07
H -9.21 26.64 -10.50
H -4.58 26.99 -11.53
H -5.41 13.55 -10.53
F -6.87 23.00 -11.96
C -7.60 22.42 -15.42
H -7.75 16.49 -7.70
H -3.72 25.40 -6.61
C -8.08 19.31 -15.10
C -6.35 30.21 -10.89
H -4.73 25.66 -9.04
C -10.93 28.47 -11.86
H -11.08 17.36 -7.26
H -4.84 19.46 -9.45
H -0.91 26.67 -11.13
H -5.90 19.14 -17.74
F -3.70 23.55 -11.69
C 0.28 22.57 -13.75
C -3.75 25.96 -15.38
C -4.02 24.55 -7.23
C -5.02 24.84 -8.38
H 0.70 24.69 -17.40
F -12.30 23.54 -14.77
H -2.68 28.74 -14.84
H -7.34 28.11 -9.46
O -0.16 23.33 -9.75
H -0.05 21.25 -16.24
H -4.72 25.50 -15.59
C -1.62 20.80 -11.67
C -6.81 15.95 -7.78
H -4.90 23.48 -18.19
H -10.78 24.77 -8.60
H -0.71 19.73 -15.65
H -10.28 19.49 -7.57
H -1.14 28.50 -13.82
H -6.92 27.58 -13.36
H -0.99 19.38 -13.38
H -2.57 25.44 -12.41
H -10.43 25.47 -11.94
H 2.55 27.33 -12.81
H -7.47 16.73 -10.22
H -5.24 18.09 -7.37
H -8.30 27.59 -15.45
H -1.88 22.09 -8.35
H -13.39 22.49 -8.66
C -6.70 17.37 -9.79
H -9.15 24.09 -9.05

Summary:
Gap between HOMO and LUMO ... 5.934 eV
Net charge ... +3
Max |F| ... 4.23 eV Å⁻¹
LUMO level ... -5.70 eV


| no. | HOMO energy (eV) |
| --- | --- |
| 1 | -7.6002 |
| 2 | -11.6306 |